DFT (ωB97M-V with the def2-TZVPD basis set) results for a cluster of 9 separate species, C28H61B4F16N8O2 in total at a distorted geometry.

```
119
Properties=species:S:1:pos:R:3:forces:R:3:mulliken_charge:R:1
F 6.3877 -0.7406 0.1235 -0.05 0.34 0.35 -0.41
F 0.1630 -0.3845 -3.4065 -0.82 0.15 -0.09 0.13
F 6.0868 -2.0909 1.9030 -0.11 -0.29 0.97 -0.44
F 3.3822 -3.6052 0.0073 -0.06 -0.43 0.05 -0.26
F 4.0127 -4.2076 -2.1433 -0.14 -0.07 -0.07 -0.35
F -0.1372 0.9848 0.6865 -1.28 0.20 0.29 -0.52
F 0.3061 -1.1650 1.5951 -0.47 0.52 0.86 -0.13
F 2.0884 -2.9953 -1.7435 -0.23 0.11 -0.50 -0.14
F 0.7955 -0.7520 -0.5376 -0.50 0.44 -0.05 -0.19
F 1.4832 1.5045 -3.1642 -0.39 0.04 0.04 -0.30
F 1.9774 0.4166 1.0438 -0.29 -0.23 0.51 -0.37
F 0.9570 0.7334 -5.2511 -0.33 0.06 0.01 -0.38
F 2.1610 -5.1951 -1.1736 0.02 -0.06 0.05 -0.47
F 6.8922 0.0643 2.2180 -0.30 -0.02 0.33 -0.39
F 4.6746 -0.3090 1.5904 0.00 0.16 0.58 -0.17
F 2.3539 -0.5279 -3.8881 -0.02 0.34 -0.30 -0.34
O -3.7478 3.1161 2.9116 -0.10 -0.48 0.01 -0.45
O 3.1333 6.6206 1.1612 -0.34 -0.23 0.61 -0.52
N 3.7511 -3.7622 4.9891 0.49 1.72 0.27 0.21
N 1.7824 -3.7440 4.1057 0.42 0.35 0.20 0.41
N -3.1952 0.1526 3.2960 -0.26 0.60 -0.51 0.34
N -1.3825 -3.8747 -3.1690 -0.13 0.45 -0.92 0.23
N -2.2857 2.1649 -3.3250 0.72 0.82 -0.23 0.34
N 0.3480 -3.9270 -4.4616 -0.07 -0.31 -0.63 0.37
N 0.6827 4.8502 0.9424 -0.28 0.80 0.88 0.24
N -2.3347 2.9786 -5.3293 0.07 0.08 -0.16 0.20
C -1.5656 -3.4969 -0.7503 -0.80 0.46 0.15 -0.74
C -1.6665 1.4760 -2.1847 -1.20 -1.19 -0.30 -0.42
C -0.5876 -4.7880 -5.0181 0.36 0.65 0.20 -0.49
C 3.1118 5.4097 0.4125 0.67 0.95 -0.53 -0.67
C -1.7243 2.1164 -4.5325 0.37 -0.52 0.54 -0.55
C -2.3019 -1.0160 3.5329 -0.34 -0.27 0.10 -1.33
C 1.7428 5.0829 -0.1331 -0.44 -0.87 0.37 -0.32
C -1.6757 -4.7102 -4.2210 -0.65 -0.68 -0.12 -0.47
C 3.8566 -3.0518 3.8047 -0.19 -0.87 -0.40 -0.74
C -3.4764 2.5429 4.1920 0.53 2.38 0.60 -0.81
C 2.4768 -4.0353 5.2059 -0.38 -0.92 0.13 -0.16
C 0.3789 6.0706 1.7513 -0.60 0.82 -0.56 -0.86
C -2.2736 -3.4132 -2.1093 0.30 0.29 0.12 -0.44
C -4.6228 -0.1483 3.6135 0.09 0.72 0.29 -0.90
C 1.7096 -3.6672 -4.9449 0.18 0.52 0.32 -0.52
C 4.8840 -4.0037 5.8738 0.29 -0.34 -0.16 -0.89
C -2.3308 2.2493 -7.7064 0.74 -0.05 -0.08 -1.05
C 2.6472 -3.1836 3.2022 0.29 0.90 -0.81 -0.75
C 0.0164 -4.9033 2.8483 -0.29 0.01 -0.34 -1.22
C -3.3202 3.6148 -4.6071 0.13 0.08 -0.07 -0.61
C -0.1769 -3.3708 -3.3995 1.18 0.18 1.58 -0.56
C 0.3552 -3.8743 3.9231 -0.89 -0.92 -0.43 0.02
C -3.1844 0.5057 1.8367 1.47 -0.17 -0.60 -1.13
C -2.6572 1.2802 4.1237 -0.62 0.30 0.57 -0.35
C -0.5865 4.4424 0.2731 0.53 -1.82 -0.05 -0.79
C 1.0876 3.7826 1.9221 0.85 0.51 0.08 -1.45
C -1.9036 3.3078 -6.7063 -0.73 0.63 0.27 -0.50
C -3.2681 3.1205 -3.3470 -0.20 0.23 0.06 -0.27
B 6.0021 -0.7439 1.4875 0.43 -0.17 -1.68 0.46
B 2.9563 -4.0103 -1.2663 -0.16 0.20 0.51 0.24
B 0.7555 -0.1458 0.7068 1.44 -0.41 -1.14 0.23
B 1.2744 0.3252 -3.9144 0.89 -0.43 0.02 0.05
H -3.9369 4.3850 -5.0335 -0.02 -0.02 -0.04 0.42
H 1.7622 -2.6684 -5.3784 -0.19 -0.16 -0.33 0.23
H -2.1836 1.2620 -7.2704 -0.28 -0.08 -0.07 0.34
H -1.1103 -2.5492 -0.4551 0.65 -0.16 -0.51 -0.12
H 4.6964 -3.6206 6.8720 0.01 -0.12 0.05 0.34
H -4.9348 -0.9065 2.9045 -0.19 -0.34 0.41 0.40
H 5.1169 -5.0681 5.8578 -0.24 -0.03 0.34 0.35
H -0.0953 -2.9216 3.6480 0.33 0.19 0.12 -0.21
H -1.3587 4.2902 1.0239 0.05 0.12 0.08 0.34
H -2.0592 0.4609 -2.2736 0.47 -0.19 0.28 0.20
H -2.8200 3.2638 4.7143 0.42 -0.40 -0.11 0.42
H -2.5746 0.9098 5.1472 0.05 -0.07 -0.02 0.40
H 0.2383 3.6178 2.5775 -0.13 -0.55 -0.29 0.36
H -3.8088 3.4527 -2.4790 -0.07 -0.28 0.06 0.49
H -0.3028 3.4615 -0.1232 -0.59 -0.04 -0.23 0.25
H -0.4221 5.8733 2.4626 0.14 -0.43 0.03 0.35
H -0.8483 3.5634 -6.6568 0.13 -0.45 -0.16 0.41
H -0.5871 1.4338 -2.3161 -0.01 0.21 0.44 0.03
H -1.2744 -0.6654 3.4809 0.09 -0.26 -0.23 0.43
H 1.8619 4.2046 2.5639 0.05 0.10 -0.15 0.45
H -2.4251 4.2441 -6.9096 0.13 0.04 -0.15 0.33
H -3.3489 2.4271 -8.0403 -0.13 -0.28 0.15 0.33
H 1.2691 5.7940 -0.8058 0.43 0.24 -0.08 0.38
H 0.4159 -2.7795 -2.7014 -0.13 0.20 -0.12 0.52
H 1.9601 -4.4591 -5.6407 0.18 0.08 -0.04 0.32
H 2.4012 -2.9280 2.1782 -0.20 0.20 0.12 0.87
H 2.4013 -3.6080 -4.1018 -0.11 -0.44 0.08 0.18
H -3.1742 -4.0188 -2.1843 0.03 -0.07 0.15 0.39
H -2.1844 0.8509 1.5482 0.00 0.17 0.28 0.27
H -2.0764 1.8479 -1.2508 0.41 0.47 0.01 0.21
H -1.0657 -5.0464 2.7760 -0.01 0.10 0.26 0.41
H -5.2085 0.7535 3.4409 0.09 0.01 -0.26 0.38
H -4.3169 2.6677 4.8849 -0.52 -1.25 -0.45 0.52
H -2.5186 -1.7638 2.7746 0.24 0.01 -0.07 0.50
H -0.9569 5.0709 -0.5305 0.47 0.48 0.13 0.35
H 1.5315 2.9265 1.4128 -0.60 -0.35 0.04 0.75
H 3.6081 7.3107 0.6927 0.11 -0.15 -0.07 0.32
H -2.3088 -3.6179 0.0456 -0.02 -0.60 -0.14 0.47
H 3.5042 4.5495 0.9580 -0.06 0.24 0.42 0.30
H 3.8332 5.5669 -0.3917 -0.38 -0.56 -0.44 0.48
H 0.3144 -4.5846 1.8486 0.39 -0.06 0.10 0.27
H 0.4424 -5.8744 3.0958 0.16 0.03 -0.15 0.39
H -0.8520 1.4879 -4.7226 -0.02 0.13 -0.44 0.72
H 5.7725 -3.5422 5.4501 -0.20 0.35 -0.03 0.33
H -0.0966 -4.2420 4.8455 0.24 0.29 0.23 0.39
H -2.6382 -5.1817 -4.3210 0.06 -0.07 0.07 0.46
H 2.0595 -4.4443 6.1099 0.07 -0.17 -0.06 0.38
H 1.2427 6.4853 2.2503 0.19 -0.18 -0.10 0.34
H -4.7448 -0.3527 4.6749 0.12 -0.63 -0.11 0.33
H -4.1478 3.9803 3.0519 -0.04 -0.02 -0.01 0.30
H 4.7382 -2.5086 3.4764 0.19 -0.49 -0.31 0.51
H 1.8219 4.1021 -0.6122 -0.03 0.15 -0.29 0.33
H -0.0401 6.8009 1.0560 0.27 0.16 0.05 0.38
H -2.5288 -2.3767 -2.3384 -0.19 -0.06 -0.01 0.18
H -0.3810 -5.3192 -5.9280 -0.10 -0.10 0.02 0.48
H -3.9178 1.2672 1.6218 -0.19 -0.09 0.03 0.45
H -1.6860 2.2723 -8.5844 -0.02 0.17 -0.01 0.34
H -2.5464 -1.4361 4.5074 0.14 0.12 0.09 0.38
H -0.8496 -4.3135 -0.7980 0.13 0.06 0.48 0.41
H -3.2743 -0.4080 1.2502 -0.57 -0.02 0.16 0.59
H -1.6566 1.5513 3.7942 -0.01 -0.39 -0.41 0.29
```
Forces are in eV/Å.

For the lowest unoccupied orbital energy, the calculation gives -2.97 eV. The value obtained for the total energy is -3389.8145 Ha. As for the net charge: +1. The orbital gap is 0.257 hartree. As for the spin multiplicity: 1.